[1]
{"formula": "C3H10N2O3", "method": "ωB97M-V with the def2-TZVPD basis set", "symbols": ["N", "C", "O", "N", "C", "C", "O", "H", "H", "H", "H", "H", "H", "H", "H", "O", "H", "H"], "coordinates": [[0.150, -1.905, 0.680], [0.219, -1.766, -0.707], [-0.009, -2.695, -1.444], [0.532, -0.514, -1.244], [1.056, 0.673, -0.556], [-0.053, 1.571, -0.051], [0.506, 2.911, -0.062], [0.770, -1.309, 1.209], [0.032, -2.812, 1.103], [0.675, -0.674, -2.228], [1.606, 1.298, -1.260], [1.790, 0.359, 0.205], [-0.972, 1.510, -0.626], [-0.233, 1.333, 1.008], [-0.051, 3.389, 0.548], [-2.176, -0.561, 1.428], [-2.402, 0.252, 1.003], [-1.439, -1.059, 0.995]], "gap_ev": 10.57, "smiles": "NC(=O)NCCO.O", "lumo_energy_ev": 0.538, "de_lowest_ev": 0.638, "total_energy_ev": -12396.0970}

=====

[2]
{"formula": "C14H25N3O3Sr", "method": "ωB97M-V with the def2-TZVPD basis set", "symbols": ["C", "C", "H", "H", "C", "C", "H", "H", "C", "H", "H", "H", "C", "H", "H", "H", "Sr", "O", "C", "O", "C", "O", "N", "C", "C", "H", "H", "H", "H", "C", "C", "H", "H", "H", "N", "C", "C", "N", "H", "H", "H", "H", "H", "H", "H", "H"], "coordinates": [[-1.283, -2.313, -4.328], [-1.787, -1.400, -5.197], [-1.286, -3.364, -4.618], [-0.892, -2.010, -3.388], [-1.826, 0.008, -4.860], [-1.396, 0.485, -3.662], [-1.044, -0.158, -2.876], [-1.454, 1.563, -3.485], [-2.286, -1.858, -6.551], [-2.137, -2.937, -6.647], [-1.760, -1.373, -7.385], [-3.357, -1.664, -6.686], [-2.407, 0.943, -5.896], [-3.417, 0.636, -6.197], [-1.789, 0.963, -6.802], [-2.460, 1.959, -5.500], [-0.705, -0.394, 3.754], [-0.401, -0.446, 1.383], [0.295, 0.059, 0.458], [0.777, 1.273, 3.103], [1.482, 1.495, 2.091], [2.527, 2.283, 2.159], [1.298, 0.986, 0.811], [3.160, 2.340, 0.835], [2.354, 1.461, -0.083], [4.186, 1.977, 0.964], [3.145, 3.390, 0.523], [2.951, 0.619, -0.451], [1.935, 2.009, -0.932], [0.116, -0.322, -0.915], [-0.483, -1.510, -1.189], [0.508, 0.355, -1.673], [-1.179, -1.938, -0.469], [-0.185, -2.065, -2.071], [1.331, -1.044, 5.111], [1.224, -0.784, 6.603], [0.673, 0.593, 6.860], [-0.630, 0.783, 6.127], [1.676, -1.998, 4.969], [2.076, -0.446, 4.723], [0.553, -1.549, 7.018], [2.208, -0.900, 7.083], [0.524, 0.724, 7.939], [1.375, 1.366, 6.526], [-1.379, 0.417, 6.724], [-0.831, 1.785, 6.098]], "gap_ev": 5.48, "lumo_energy_ev": -6.850, "total_energy_ev": -26358.7380, "total_charge": 2}

=====

[3]
{"formula": "C4H12N2O", "method": "ωB97M-V with the def2-TZVPD basis set", "symbols": ["C", "C", "C", "C", "N", "N", "O", "H", "H", "H", "H", "H", "H", "H", "H", "H", "H", "H", "H"], "coordinates": [[-0.070, -0.493, -3.276], [-0.351, -0.695, 4.308], [0.278, 0.856, 0.378], [0.176, -0.218, -0.755], [-0.147, 0.367, 1.623], [-0.161, 0.441, -2.086], [0.547, 0.536, 2.566], [0.836, -0.998, -3.422], [-0.855, -1.200, -3.123], [-0.291, 0.188, -4.083], [0.297, -0.564, 5.191], [-1.087, 0.171, 4.319], [-0.246, -1.651, 3.791], [-0.376, 1.647, 0.237], [1.414, 1.233, 0.247], [1.067, -0.761, -0.752], [-0.624, -0.913, -0.610], [0.592, 1.103, -2.384], [-0.999, 0.950, -2.170]], "gap_ev": 8.32, "lumo_energy_ev": -10.156, "de_lowest_ev": 6.267, "total_energy_ev": -9346.8867, "total_charge": 2}

=====

[4]
{"formula": "C4H4ClF3", "method": "ωB97M-V with the def2-TZVPD basis set", "symbols": ["C", "C", "Cl", "C", "F", "C", "F", "F", "H", "H", "H", "H"], "coordinates": [[0.193, 1.277, -0.680], [0.342, -0.202, -0.399], [1.122, -1.100, -1.732], [-0.892, -0.845, 0.241], [-1.968, -0.058, 0.501], [0.344, -0.637, 0.993], [0.478, 0.267, 1.997], [1.025, -1.756, 1.324], [-0.341, 1.503, -1.631], [-0.364, 1.764, 0.085], [1.170, 1.723, -0.695], [-1.109, -1.935, -0.004]], "gap_ev": 11.62, "smiles": "C[C@]1(Cl)[C@H](F)C1(F)F", "lumo_energy_ev": 0.816, "de_lowest_ev": 0.892, "total_energy_ev": -24886.3484}

=====

Copy entry 3 word for word.
{"formula": "C4H12N2O", "method": "ωB97M-V with the def2-TZVPD basis set", "symbols": ["C", "C", "C", "C", "N", "N", "O", "H", "H", "H", "H", "H", "H", "H", "H", "H", "H", "H", "H"], "coordinates": [[-0.070, -0.493, -3.276], [-0.351, -0.695, 4.308], [0.278, 0.856, 0.378], [0.176, -0.218, -0.755], [-0.147, 0.367, 1.623], [-0.161, 0.441, -2.086], [0.547, 0.536, 2.566], [0.836, -0.998, -3.422], [-0.855, -1.200, -3.123], [-0.291, 0.188, -4.083], [0.297, -0.564, 5.191], [-1.087, 0.171, 4.319], [-0.246, -1.651, 3.791], [-0.376, 1.647, 0.237], [1.414, 1.233, 0.247], [1.067, -0.761, -0.752], [-0.624, -0.913, -0.610], [0.592, 1.103, -2.384], [-0.999, 0.950, -2.170]], "gap_ev": 8.32, "lumo_energy_ev": -10.156, "de_lowest_ev": 6.267, "total_energy_ev": -9346.8867, "total_charge": 2}